1.
{"formula": "C22H35BF9N3O6PS3", "method": "the ωB97M-V functional and the def2-TZVPD basis", "species": ["C", "C", "O", "O", "C", "C", "C", "C", "C", "C", "C", "P", "S", "N", "B", "N", "O", "C", "C", "C", "C", "O", "S", "C", "C", "C", "C", "F", "F", "C", "F", "F", "S", "F", "F", "F", "F", "F", "N", "C", "C", "O", "C", "C", "O", "H", "H", "H", "H", "H", "H", "H", "H", "H", "H", "H", "H", "H", "H", "H", "H", "H", "H", "H", "H", "H", "H", "H", "H", "H", "H", "H", "H", "H", "H", "H", "H", "H", "H", "H"], "xyz": [[-5.869, 1.265, 5.629], [-4.641, 1.431, 4.612], [-4.605, 2.437, 3.872], [-3.638, 0.414, 4.620], [-3.386, -0.015, 3.237], [-3.209, -1.612, 3.170], [-2.683, -2.103, 1.719], [-1.086, -2.017, 1.747], [-0.356, -2.529, 0.424], [1.242, -2.496, 0.446], [1.946, -1.075, 0.364], [2.045, -0.486, 2.201], [3.824, -0.657, 2.992], [3.402, -1.135, -0.048], [4.303, -2.354, -0.228], [5.316, -2.772, 0.791], [4.208, -3.235, -1.384], [4.080, -0.009, -0.374], [5.587, 0.176, -0.810], [5.849, 1.838, -0.466], [5.907, 2.821, -1.828], [7.155, 2.399, -0.945], [2.773, 1.279, -0.237], [1.362, 0.068, -0.658], [0.140, 0.986, -0.196], [-1.318, 0.579, -0.690], [-2.224, 1.870, -1.047], [-1.925, 2.802, 0.012], [-1.786, 2.520, -2.228], [-3.793, 1.624, -0.956], [-4.208, 0.836, 0.136], [-4.375, 2.906, -0.712], [-4.636, 0.965, -2.485], [-4.993, -0.486, -1.689], [-6.110, 1.547, -1.904], [-4.422, 2.364, -3.345], [-3.270, 0.236, -3.085], [-5.474, 0.361, -3.789], [1.677, -0.188, -2.078], [0.832, -1.147, -2.777], [-0.156, -0.574, -3.927], [0.818, -2.387, -2.636], [2.118, 0.969, -2.874], [1.324, 2.311, -3.189], [3.254, 0.861, -3.417], [-6.519, 0.364, 5.358], [-6.471, 2.219, 5.753], [-5.391, 1.036, 6.654], [-4.299, 0.245, 2.607], [-2.490, 0.553, 2.824], [-4.240, -2.099, 3.323], [-2.504, -2.017, 3.983], [-3.134, -1.466, 0.888], [-2.967, -3.196, 1.513], [-0.664, -2.541, 2.675], [-0.801, -0.901, 1.876], [-0.711, -2.055, -0.546], [-0.637, -3.646, 0.330], [1.570, -2.984, 1.440], [1.566, -3.248, -0.366], [1.165, -1.233, 3.063], [1.669, 0.895, 2.365], [5.869, -1.972, 1.116], [5.910, -3.523, 0.416], [4.147, -2.623, -2.151], [6.355, -0.290, -0.118], [5.791, 0.048, -1.919], [5.339, 2.283, 0.516], [5.236, 3.596, -1.344], [5.624, 2.065, -2.621], [0.353, 2.044, -0.606], [0.068, 1.138, 0.943], [-1.377, -0.215, -1.498], [-1.846, 0.119, 0.227], [-0.750, -1.405, -4.433], [-0.805, 0.270, -3.514], [0.473, -0.091, -4.767], [1.276, 3.045, -2.305], [1.902, 2.881, -4.006], [0.292, 2.113, -3.647]], "atomic_forces_ev_per_a": [[1.5, -0.7, 0.9], [-1.0, 2.7, -0.8], [0.4, -3.7, 2.0], [-2.0, 0.9, -1.2], [0.0, -0.8, -0.6], [-0.5, -0.3, -0.4], [0.8, -0.1, 0.8], [0.3, 1.2, -0.7], [-0.1, -0.9, 0.2], [0.0, -1.5, 0.2], [-0.9, -0.3, -1.1], [1.1, 0.8, 1.9], [-0.2, 0.0, -0.4], [2.7, 0.8, -1.3], [1.7, -4.0, 0.3], [-1.4, 1.5, -2.6], [-0.1, 3.1, 1.5], [-3.0, -0.9, 0.7], [0.0, 3.4, 1.8], [1.0, 0.6, -2.5], [-0.5, -3.8, 5.2], [-5.1, -0.3, -0.6], [1.7, 0.0, -0.4], [2.2, 1.0, 2.0], [-0.9, 0.9, -0.6], [-1.2, -0.2, 0.8], [2.7, 0.3, 1.5], [-0.9, -1.6, -2.0], [-1.4, -1.4, 2.1], [-1.5, 2.8, 2.5], [1.7, 1.7, -2.4], [1.5, -2.9, -0.8], [-4.5, -1.9, -2.1], [0.9, 2.1, -1.4], [2.6, -0.8, -0.9], [0.3, -2.3, 1.6], [-1.4, 1.4, 0.8], [1.6, 1.0, 1.9], [-2.0, -0.6, 0.3], [-1.9, -2.7, -2.5], [1.1, 0.7, -0.2], [0.8, 4.1, 0.8], [3.6, 1.3, -2.8], [-0.1, 0.4, -0.5], [-4.0, -0.1, 2.1], [0.9, 1.3, 0.2], [0.9, -1.3, -0.6], [-0.8, 0.2, -1.5], [1.3, -0.2, 0.7], [-1.0, -0.8, 0.5], [1.5, 0.9, 0.0], [-1.1, 0.8, -1.2], [0.6, -0.8, 1.0], [0.2, 1.6, 0.4], [-0.7, 0.5, -1.4], [-0.5, -1.5, 0.0], [0.2, -0.4, 1.4], [0.5, 1.7, 0.0], [-0.3, 0.7, -1.4], [-0.2, 1.6, 1.0], [0.0, 0.4, -1.2], [-0.5, -0.9, -0.4], [-0.4, -0.8, 0.6], [-0.3, 0.6, 0.3], [-0.5, -0.9, 0.2], [-1.3, -0.1, -1.1], [-0.5, -0.2, 1.4], [1.6, -1.2, -2.1], [1.5, 0.0, -1.7], [0.7, 1.8, 0.4], [-0.3, -1.6, 0.5], [0.5, -0.5, -1.8], [0.2, 1.2, 0.8], [0.7, 0.7, -1.5], [0.8, 1.1, 1.1], [0.7, -1.3, -0.6], [-0.8, -0.7, 1.3], [-0.1, -1.4, -1.2], [-0.6, -1.2, 1.3], [1.4, 0.3, 1.1]], "mulliken_charge": [-0.8962, 0.7598, -0.5155, -0.4101, 0.1590, -0.8085, -0.1442, -0.2804, -0.5856, -1.2166, -0.0704, 0.2307, -0.3147, 0.8899, 0.3465, -0.4988, -0.5489, 0.3542, -0.3882, -0.3196, -0.4709, -0.3737, -0.3127, -0.8287, -0.3651, 0.5894, 0.5816, -0.3418, -0.2605, 0.6669, -0.2533, -0.2601, 1.1304, -0.3221, -0.3079, -0.2888, -0.2505, -0.2873, 0.9265, 0.6364, -0.8866, -0.5105, 0.2699, -0.8479, -0.5705, 0.2485, 0.2962, 0.2924, 0.2468, -0.0992, 0.3263, 0.3141, -0.0352, 0.4331, 0.6629, -0.3061, 0.0146, 0.5382, 0.7378, 0.3624, 0.2126, 0.1085, 0.2017, 0.2533, 0.3111, 0.2163, 0.3974, 0.5172, 0.2797, 0.2483, 0.4984, 0.2978, 0.4463, -1.4141, 0.3321, 0.0894, 0.3326, 0.2658, 0.4229, 0.1454], "gap_ev": 7.31, "charge": 1, "de_lowest_kcal_mol": 0.00, "spin_multiplicity": 1}


2.
{"formula": "C22H35BN3O15P", "method": "the ωB97M-V functional and the def2-TZVPD basis", "species": ["C", "C", "C", "C", "C", "P", "N", "C", "O", "C", "N", "N", "C", "O", "C", "B", "C", "O", "H", "H", "H", "H", "H", "H", "H", "H", "H", "H", "H", "H", "H", "H", "H", "H", "H", "H", "H", "O", "C", "O", "C", "C", "O", "H", "H", "H", "H", "O", "C", "O", "C", "C", "O", "H", "H", "H", "H", "O", "C", "O", "C", "C", "O", "H", "H", "H", "H", "O", "C", "O", "C", "C", "O", "H", "H", "H", "H"], "xyz": [[-2.238, 0.985, 0.397], [-1.050, 1.228, 1.354], [-0.273, 2.507, 0.983], [-0.955, 3.718, 1.617], [1.254, 2.369, 1.249], [1.976, 1.878, -0.450], [2.974, 2.921, -1.086], [2.118, 3.580, 1.605], [1.619, 4.379, 2.768], [1.298, 5.601, 2.485], [1.012, 6.683, 2.231], [3.339, 2.987, 2.048], [3.279, 1.627, 2.158], [4.223, 0.869, 2.201], [1.789, 1.270, 2.203], [1.470, 1.230, 3.778], [0.416, 2.067, 4.570], [2.211, 0.295, 4.478], [-3.181, 1.285, 0.839], [-2.107, 1.496, -0.549], [-2.316, -0.083, 0.213], [-1.454, 1.357, 2.353], [-0.421, 0.344, 1.318], [-0.422, 2.633, -0.086], [-0.774, 3.803, 2.680], [-0.613, 4.637, 1.145], [-2.022, 3.666, 1.418], [0.844, 1.662, -1.254], [2.547, 0.605, -0.271], [3.885, 2.502, -1.227], [2.300, 4.291, 0.806], [4.211, 3.429, 1.798], [1.682, 0.270, 1.797], [0.806, 3.040, 4.857], [-0.524, 2.184, 4.043], [0.207, 1.533, 5.496], [3.152, 0.495, 4.531], [1.286, -4.488, 2.706], [2.322, -3.931, 2.547], [3.326, -3.883, 3.449], [4.488, -3.335, 2.811], [3.883, -2.545, 1.670], [2.663, -3.261, 1.420], [5.051, -2.723, 3.510], [5.115, -4.159, 2.465], [3.638, -1.522, 1.950], [4.501, -2.530, 0.776], [-4.141, 1.673, -2.059], [-4.904, 0.802, -1.804], [-5.593, 0.085, -2.722], [-6.223, -1.015, -2.058], [-6.313, -0.517, -0.628], [-5.200, 0.379, -0.550], [-7.189, -1.223, -2.509], [-5.581, -1.893, -2.153], [-7.230, 0.042, -0.432], [-6.209, -1.308, 0.110], [-1.928, -0.925, -2.889], [-1.895, -0.438, -3.972], [-2.117, -1.112, -5.123], [-2.223, -0.162, -6.188], [-1.456, 1.023, -5.635], [-1.632, 0.864, -4.223], [-1.794, -0.571, -7.099], [-3.278, 0.064, -6.352], [-0.390, 0.974, -5.863], [-1.850, 1.983, -5.955], [1.360, -4.301, -4.488], [1.227, -4.684, -3.373], [0.081, -5.193, -2.861], [0.367, -5.754, -1.575], [1.613, -4.996, -1.165], [2.203, -4.678, -2.433], [-0.471, -5.603, -0.901], [0.548, -6.824, -1.693], [1.386, -4.070, -0.639], [2.301, -5.586, -0.566]], "atomic_forces_ev_per_a": [[0.3, -0.2, 0.6], [-0.4, 0.3, -0.7], [-0.2, 0.0, 0.9], [0.2, 0.2, -0.4], [-0.4, -0.5, -0.8], [0.8, 0.6, -0.6], [-0.3, -0.4, 0.3], [0.4, 0.2, 0.7], [-0.2, 0.2, -0.3], [0.3, -0.9, 0.1], [-0.1, 0.6, -0.1], [0.2, 0.3, -0.4], [-0.4, -0.4, 0.0], [0.2, 0.1, 0.2], [0.7, 0.8, 0.1], [-0.3, -0.3, 0.0], [-0.2, -0.7, 0.1], [0.0, 0.6, 0.4], [-0.1, 0.2, -0.1], [-0.1, 0.0, -0.2], [-0.1, -0.1, -0.2], [0.2, -0.3, 0.3], [0.2, -0.1, 0.2], [0.1, 0.1, -0.2], [-0.1, -0.1, 0.2], [0.0, 0.1, 0.0], [-0.2, -0.1, 0.1], [-0.1, -0.2, 0.2], [-0.3, -0.2, 0.1], [0.1, 0.2, -0.1], [-0.1, 0.0, -0.2], [0.1, -0.1, 0.1], [-0.1, -0.2, 0.1], [0.1, 0.2, -0.1], [-0.1, 0.3, -0.1], [0.0, 0.0, 0.1], [0.1, -0.5, -0.4], [-0.1, -0.1, 0.0], [0.1, 0.0, 0.0], [0.0, 0.0, 0.0], [0.1, 0.0, 0.0], [0.1, 0.2, -0.1], [0.1, 0.0, 0.0], [-0.1, 0.0, 0.1], [0.0, 0.0, 0.0], [0.0, 0.1, 0.1], [-0.1, -0.1, -0.1], [0.0, 0.2, -0.1], [0.1, -0.1, 0.0], [-0.1, 0.0, 0.0], [0.0, -0.1, 0.0], [0.0, -0.1, 0.0], [-0.2, 0.0, -0.1], [0.0, 0.1, -0.1], [0.0, 0.0, 0.0], [0.0, 0.0, 0.0], [0.1, 0.1, 0.0], [0.0, 0.0, 0.1], [0.0, 0.1, 0.0], [-0.1, 0.0, 0.0], [0.0, 0.1, -0.1], [0.0, 0.1, -0.1], [0.1, -0.1, 0.0], [0.1, -0.1, 0.1], [0.0, 0.0, 0.0], [0.0, 0.0, 0.0], [-0.1, 0.0, 0.1], [0.0, 0.0, -0.1], [0.0, 0.0, 0.1], [0.0, 0.0, 0.0], [0.0, -0.1, 0.1], [-0.1, 0.0, 0.1], [0.0, 0.0, 0.0], [-0.1, 0.1, -0.1], [0.0, 0.0, 0.0], [0.0, 0.0, 0.0], [0.1, 0.0, -0.1]], "mulliken_charge": [-1.5493, -0.0300, 0.4390, -2.1551, 1.7186, 0.5885, -0.8668, -0.8930, -0.3835, 0.6094, -0.5471, 0.0702, -0.7913, -0.6693, -0.7685, 0.6489, -1.0416, -0.5398, 0.3212, 0.3984, 0.4856, 0.0561, 0.1800, 0.3833, 0.3064, 0.4433, 0.5109, -0.0190, 0.0116, 0.2597, 0.7810, 0.3732, 0.3634, 0.3238, 0.2833, 0.3449, 0.3077, -0.5506, 0.6601, -0.3658, -0.4306, 0.2621, -0.3025, 0.3451, 0.2583, -0.2046, 0.3410, -0.4934, 0.6698, -0.3276, -0.3313, -0.3568, -0.2742, 0.2980, 0.2613, 0.2511, 0.3045, -0.5042, 0.6585, -0.3241, -0.3508, -0.3054, -0.3020, 0.2958, 0.2576, 0.2789, 0.2920, -0.5371, 0.6467, -0.3325, -0.3103, 0.1295, -0.3501, 0.2892, 0.2411, 0.0082, 0.2509], "gap_ev": 9.43, "charge": 0, "smiles": "CC[C@@H](C)[C@@]1([PH2]=N)[C@@H](OC#N)NC(=O)[C@H]1B(C)O.O=C1OCCO1.O=C1OCCO1.O=C1OCCO1.O=C1OCCO1", "spin_multiplicity": 1}


3.
{"formula": "C22H35BrIrN2OSeSi", "method": "the ωB97M-V functional and the def2-TZVPD basis", "species": ["Ir", "C", "C", "C", "C", "C", "C", "C", "Br", "C", "O", "C", "C", "C", "C", "C", "C", "H", "H", "H", "H", "H", "H", "H", "H", "H", "H", "H", "H", "H", "H", "H", "H", "H", "H", "H", "H", "N", "C", "C", "C", "C", "C", "N", "H", "H", "H", "H", "H", "H", "C", "Si", "C", "C", "Se", "H", "H", "H", "H", "H", "H", "H", "H", "H"], "xyz": [[-1.510, -1.713, -0.666], [5.904, 1.528, -0.691], [4.929, 1.000, -1.743], [4.550, 2.150, -2.698], [5.613, -0.128, -2.540], [3.658, 0.458, -1.134], [2.658, -0.079, -2.001], [1.518, -0.548, -1.459], [0.164, -1.313, -2.556], [1.231, -0.539, -0.055], [0.106, -0.953, 0.386], [2.262, -0.042, 0.837], [3.412, 0.444, 0.242], [2.183, -0.042, 2.364], [0.871, -0.553, 2.967], [2.399, 1.398, 2.867], [3.321, -0.946, 2.882], [6.795, 1.905, -1.193], [6.227, 0.744, -0.004], [5.479, 2.354, -0.118], [5.460, 2.549, -3.146], [4.052, 2.959, -2.164], [3.904, 1.819, -3.512], [6.536, 0.259, -2.973], [4.997, -0.495, -3.361], [5.870, -0.969, -1.894], [2.824, -0.111, -3.069], [4.183, 0.831, 0.889], [0.030, 0.086, 2.696], [0.970, -0.523, 4.052], [0.651, -1.581, 2.683], [1.625, 2.068, 2.487], [3.370, 1.800, 2.583], [2.349, 1.404, 3.956], [3.198, -1.973, 2.534], [3.299, -0.953, 3.972], [4.303, -0.593, 2.571], [-2.362, 0.519, 1.382], [-2.661, 0.893, 0.125], [-3.240, 2.155, -0.127], [-3.553, 2.525, -1.403], [-3.305, 1.640, -2.464], [-2.741, 0.436, -2.178], [-2.399, 0.065, -0.909], [-2.593, 1.128, 2.147], [-1.974, -0.386, 1.585], [-3.425, 2.812, 0.712], [-3.997, 3.493, -1.592], [-3.554, 1.887, -3.485], [-2.540, -0.292, -2.949], [-5.929, -0.876, -1.025], [-5.541, -2.107, 0.300], [-6.499, -3.680, 0.200], [-5.401, -1.393, 2.002], [-3.285, -2.938, -0.054], [-6.963, -0.539, -0.917], [-5.827, -1.316, -2.017], [-5.287, 0.003, -0.957], [-7.551, -3.471, 0.414], [-6.151, -4.410, 0.933], [-6.447, -4.127, -0.793], [-6.388, -1.061, 2.339], [-4.736, -0.528, 2.022], [-5.042, -2.133, 2.718]], "atomic_forces_ev_per_a": [[0.2, 0.0, 0.1], [0.0, 0.0, 0.0], [0.0, 0.0, 0.0], [0.0, 0.0, 0.0], [0.0, 0.0, 0.0], [0.0, 0.0, 0.0], [0.0, 0.0, 0.0], [0.0, 0.0, 0.0], [0.0, 0.0, 0.0], [0.1, 0.0, 0.0], [-0.1, 0.1, -0.1], [0.0, 0.0, 0.0], [0.0, 0.0, 0.0], [0.0, 0.0, 0.0], [0.0, 0.0, 0.0], [0.0, 0.0, 0.0], [0.0, 0.0, 0.0], [0.0, 0.0, 0.0], [0.0, 0.0, 0.0], [0.0, 0.0, 0.0], [0.0, 0.0, 0.0], [0.0, 0.0, 0.0], [0.0, 0.0, 0.0], [0.0, 0.0, 0.0], [0.0, 0.0, 0.0], [0.0, 0.0, 0.0], [0.0, 0.0, 0.0], [0.0, 0.0, 0.0], [0.0, 0.0, 0.0], [0.0, 0.0, 0.0], [0.0, 0.0, 0.0], [0.0, 0.0, 0.0], [0.0, 0.0, 0.0], [0.0, 0.0, 0.0], [0.0, 0.0, 0.0], [0.0, 0.0, 0.0], [0.0, 0.0, 0.0], [0.0, 0.0, 0.0], [0.1, 0.0, 0.0], [0.0, 0.0, 0.0], [0.0, 0.0, 0.0], [0.0, 0.0, 0.0], [0.0, 0.0, 0.0], [-0.1, -0.1, 0.0], [0.0, 0.0, 0.0], [0.0, 0.0, 0.0], [0.0, 0.0, 0.0], [0.0, 0.0, 0.0], [0.0, 0.0, 0.0], [0.0, 0.0, 0.0], [0.1, 0.0, -0.1], [0.0, 0.1, 0.1], [0.0, 0.0, 0.0], [0.0, 0.0, 0.0], [-0.1, 0.0, -0.1], [0.0, 0.0, 0.0], [0.0, 0.0, 0.0], [0.0, 0.0, 0.0], [0.0, 0.0, 0.0], [0.0, 0.0, 0.0], [0.0, 0.0, 0.0], [0.0, 0.0, 0.0], [0.0, 0.0, 0.0], [0.0, 0.0, 0.0]], "mulliken_charge": [2.4945, -1.9948, 1.7575, -1.5212, -1.5460, -0.6130, -0.6282, -0.1222, -0.2388, 1.3879, -1.8714, -0.5054, 0.3389, 1.7153, -1.8458, -1.6188, -1.6049, 0.4354, 0.4264, 0.4268, 0.4481, 0.3805, 0.3565, 0.4519, 0.3533, 0.3923, 0.4924, 0.5845, 0.1491, 0.5400, 0.4252, 0.3866, 0.3294, 0.4724, 0.3874, 0.4581, 0.3428, -0.2926, 0.6050, -0.7697, -0.4501, -0.7686, -0.2910, -0.4181, 0.2671, 0.0970, 0.4339, 0.4448, 0.4962, 0.4675, -0.7691, 0.4338, -1.0241, -0.9216, -0.2643, 0.4288, 0.3363, 0.1243, 0.3475, 0.3455, 0.3382, 0.4059, 0.2196, 0.3548], "gap_ev": [6.75, 6.18], "charge": 2, "spin_multiplicity": 2}


no.,E_tot (a.u.)
1,-3934.01119
2,-2518.41203
3,-6412.80020